1.
The following is a quantum chemistry calculation of C27H43N9O2S2TeV as an isolated structure, from the OMol25 dataset.

Geometry as ORCA input:
```
! wB97M-V def2-TZVPD RIJCOSX def2/J DEFGRID3
* xyz 2 2
V -0.99 -0.30 -0.02
N -2.38 0.99 1.21
C -2.04 2.39 0.87
C -3.08 3.43 1.26
C -2.81 4.82 0.67
C -1.37 5.33 0.86
N -0.42 4.73 -0.09
C -0.41 4.96 -1.41
N 0.18 4.07 -2.21
N -0.94 6.08 -1.90
C -1.79 2.28 -0.64
O -2.67 2.58 -1.42
O -0.62 1.75 -0.90
H -3.33 0.80 0.87
H -2.41 0.85 2.22
H -1.09 2.58 1.37
H -3.11 3.50 2.35
H -4.07 3.10 0.94
H -3.49 5.54 1.12
H -3.04 4.81 -0.40
H -0.99 5.10 1.85
H -1.32 6.41 0.78
H 0.07 3.89 0.18
H 0.20 3.10 -1.90
H 0.22 4.25 -3.20
H -1.21 6.83 -1.29
H -0.99 6.23 -2.89
C -0.29 -1.84 3.42
C -1.36 -2.39 2.54
N -1.63 -1.96 1.32
C -2.69 -2.67 0.78
C -3.21 -3.63 1.59
S -2.36 -3.66 3.07
C -3.14 -2.34 -0.58
C -3.99 -3.05 -1.35
S -4.14 -2.29 -2.87
C -3.05 -1.08 -2.41
N -2.61 -1.21 -1.17
C -2.60 -0.01 -3.35
H 0.32 -1.15 2.85
H 0.34 -2.63 3.81
H -0.72 -1.30 4.27
H -4.03 -4.29 1.39
H -4.52 -3.96 -1.12
H -3.33 0.13 -4.15
H -1.65 -0.31 -3.80
H -2.47 0.93 -2.82
C 2.53 -1.47 1.17
Te 1.63 0.45 0.94
C 2.05 0.74 3.01
C 2.95 -0.41 3.41
C 3.56 -0.42 4.67
C 4.39 -1.46 5.04
C 4.63 -2.51 4.15
C 4.03 -2.50 2.90
C 3.19 -1.46 2.52
H 3.24 -1.63 0.35
H 1.74 -2.22 1.10
H 1.12 0.75 3.58
H 2.54 1.70 3.14
H 3.38 0.40 5.35
H 4.86 -1.46 6.01
H 5.29 -3.32 4.43
H 4.23 -3.31 2.21
C 0.26 -3.58 -1.06
N 1.35 -2.94 -1.77
C 2.59 -3.70 -1.90
C 1.24 -1.65 -2.15
N 0.36 -0.85 -1.59
N 2.11 -1.20 -3.11
C 2.30 0.23 -3.27
C 2.30 -1.96 -4.35
H 0.61 -4.54 -0.68
H -0.60 -3.75 -1.72
H -0.06 -2.98 -0.21
H 2.84 -4.14 -0.93
H 3.41 -3.05 -2.20
H 2.50 -4.51 -2.63
H 0.30 0.02 -2.10
H 1.49 0.70 -3.84
H 3.23 0.40 -3.83
H 2.40 0.71 -2.30
H 1.86 -2.95 -4.26
H 3.36 -2.07 -4.58
H 1.82 -1.44 -5.18
*
```

The value obtained for the lowest unoccupied orbital energy (spin up / spin down) is -4.406 / -4.379 eV. The expectation value of S² is 0.75. For the energy above the lowest of the compared OMol25 structures with the same formula, charge and spin, the calculation gives 0.0000 eV.

Löwdin population analysis, charges in e, atoms 1 to 4: number 1, V, carries 0.60; number 2, N, carries 0.03; number 3, C, carries -0.31; number 4, C, carries -0.13

---

2.
The following is a quantum chemistry calculation of C27H44BBr2ClF4N5O13 as an isolated structure in a non-equilibrium geometry, from the OMol25 dataset.

Geometry as ORCA input:
```
! wB97M-V def2-TZVPD RIJCOSX def2/J DEFGRID3
* xyz -1 1
C 6.62 -1.65 0.86
C 5.93 -0.16 1.10
O 6.79 0.86 1.07
N 4.47 0.07 1.38
C 4.22 1.29 2.22
C 4.94 1.30 3.72
O 3.47 2.32 1.92
C 3.62 0.02 0.15
C 3.90 1.16 -1.01
O 4.92 2.22 -0.86
N 5.90 1.81 -1.73
O 6.20 2.71 -2.49
C 3.03 1.20 -2.39
C 3.21 2.30 -3.57
O 3.23 1.92 -4.85
O 3.35 3.73 -3.27
C 2.45 4.11 -2.18
Br 0.51 3.69 -2.55
C 2.52 5.74 -1.93
C 4.02 6.29 -1.63
Br 1.65 6.60 -3.53
C 1.92 0.03 -2.58
N 1.07 0.01 -3.85
C -0.21 0.43 -3.55
O -1.30 0.88 -2.94
C 1.75 -1.08 -1.39
C 0.62 -2.25 -1.71
N 2.55 -1.04 -0.10
C 2.32 -2.09 0.95
O 0.94 -2.16 1.45
C 0.53 -0.93 2.11
O -0.93 -0.77 1.83
C -1.14 0.27 0.82
C -2.66 0.26 0.17
O -3.68 0.56 1.21
H 5.93 -2.38 0.29
H 6.79 -2.09 1.95
H 7.69 -1.57 0.40
H 6.08 1.07 3.66
H 4.43 0.44 4.34
H 4.78 2.31 4.28
H 2.73 3.62 -1.16
H 1.89 5.94 -0.96
H 4.45 5.86 -0.62
H 4.73 6.07 -2.55
H 3.95 7.44 -1.48
H 0.30 -2.27 -2.83
H -0.31 -2.02 -1.02
H 1.02 -3.30 -1.39
H 2.54 -3.13 0.44
H 3.02 -2.04 1.88
H 0.60 -0.98 3.29
H 1.03 0.04 1.72
H -1.02 1.30 1.35
H -0.41 0.23 -0.09
H -2.78 1.06 -0.68
H -2.95 -0.77 -0.30
H -4.09 1.44 0.98
O 0.15 3.15 0.50
H 0.42 4.05 0.40
C -3.58 -2.39 5.52
C -3.69 -0.94 5.13
O -3.57 -0.05 5.96
C -3.96 -0.63 3.68
H -3.38 -2.46 6.60
H -4.51 -2.91 5.30
H -2.75 -2.86 4.98
H -4.92 -1.07 3.38
H -3.15 -1.02 3.06
H -4.02 0.45 3.55
C -5.60 -3.00 -3.84
N -6.50 -1.94 -3.22
C -7.66 -2.64 -2.54
C -7.04 -1.04 -4.32
C -5.74 -1.12 -2.14
C -4.55 -0.31 -2.66
O -3.56 -1.15 -3.24
H -6.23 -3.71 -4.39
H -4.91 -2.53 -4.55
H -5.07 -3.52 -3.04
H -8.21 -3.22 -3.29
H -8.31 -1.88 -2.09
H -7.26 -3.31 -1.77
H -6.21 -0.58 -4.85
H -7.67 -0.27 -3.85
H -7.64 -1.65 -5.00
H -5.40 -1.85 -1.40
H -6.47 -0.45 -1.68
H -4.09 0.22 -1.82
H -4.86 0.44 -3.40
H -2.82 -0.58 -3.52
B 4.02 -2.12 5.99
F 4.80 -3.31 5.75
F 4.90 -1.04 6.39
F 3.32 -1.75 4.78
F 3.06 -2.37 7.05
Cl 5.54 -4.55 4.30
*
```

The value obtained for the lowest unoccupied orbital energy is -0.884 eV. For the energy above the lowest of the compared OMol25 structures with the same formula, charge and spin, the calculation gives 8.5760 eV.

Löwdin population analysis, charges in e, atoms 1 to 4: number 1, C, carries -0.01; number 2, C, carries -0.26; number 3, O, carries -0.03; number 4, N, carries 0.03

---

3.
The following is a quantum chemistry calculation of a 6-piece molecular cluster, C27H44BF2O17PS3 overall in a non-equilibrium geometry, from the OMol25 dataset.

Geometry as ORCA input:
```
! wB97M-V def2-TZVPD RIJCOSX def2/J DEFGRID3
* xyz 0 1
C 4.33 -1.77 1.57
O 3.26 -0.97 2.17
B 2.07 -1.61 1.73
O 1.85 -2.92 2.20
C 1.13 -0.80 0.69
S 1.34 1.05 0.82
O 1.27 1.53 2.21
O 2.66 1.49 0.26
F 0.20 1.78 -0.14
C 1.68 -1.17 -0.77
O 0.78 -0.66 -1.78
S -0.39 -1.82 -2.00
O -1.57 -1.13 -2.57
O 0.13 -2.90 -2.86
C -0.75 -2.43 -0.28
C -2.27 -2.86 -0.25
C -2.58 -4.13 0.60
F -2.43 -5.23 -0.25
C -0.41 -1.20 0.70
P -1.10 -1.64 2.39
S -0.74 -0.35 3.79
H 3.91 -2.45 0.76
H 5.09 -1.14 1.07
H 4.75 -2.43 2.38
H 1.17 -3.37 1.68
H 2.67 -0.68 -0.97
H 1.88 -2.27 -0.87
H -0.04 -3.28 -0.10
H -2.87 -1.96 0.02
H -2.54 -3.11 -1.31
H -1.96 -4.23 1.53
H -3.67 -4.09 0.86
H -0.99 -0.33 0.29
H -0.70 -2.96 2.76
H -2.53 -1.69 2.22
O 5.38 6.70 3.55
C 4.67 6.03 2.85
C 3.49 6.53 2.05
C 2.77 5.24 1.72
C 3.90 4.23 1.68
O 4.85 4.70 2.65
H 3.86 7.04 1.16
H 2.88 7.20 2.64
H 2.20 5.28 0.79
H 2.07 4.99 2.52
H 4.38 4.19 0.70
H 3.56 3.23 1.95
O 5.52 -1.73 3.99
C 5.01 -1.42 5.03
C 3.62 -0.87 5.22
C 3.68 -0.31 6.63
C 4.71 -1.22 7.28
O 5.62 -1.57 6.23
H 2.90 -1.68 5.13
H 3.40 -0.09 4.49
H 2.72 -0.31 7.15
H 4.05 0.71 6.61
H 4.27 -2.13 7.69
H 5.25 -0.71 8.08
O 1.44 -1.36 -8.40
C 0.93 -1.05 -7.36
C -0.46 -0.47 -7.19
C -0.41 0.07 -5.78
C 0.59 -0.85 -5.11
O 1.51 -1.22 -6.15
H -1.19 -1.27 -7.29
H -0.64 0.31 -7.92
H -1.37 0.09 -5.28
H -0.02 1.09 -5.79
H 0.12 -1.76 -4.73
H 1.13 -0.36 -4.30
O -5.08 0.68 -7.00
C -4.91 -0.49 -6.81
C -5.99 -1.51 -6.55
C -5.19 -2.69 -6.01
C -3.85 -2.51 -6.70
O -3.69 -1.09 -6.86
H -6.49 -1.75 -7.49
H -6.70 -1.14 -5.82
H -5.65 -3.66 -6.21
H -5.06 -2.59 -4.93
H -3.83 -2.98 -7.69
H -3.03 -2.91 -6.11
O -3.26 0.65 2.83
C -3.64 1.76 3.07
C -4.39 2.66 2.12
C -4.25 4.02 2.79
C -4.14 3.64 4.25
O -3.48 2.37 4.27
H -5.43 2.34 2.07
H -3.94 2.65 1.13
H -5.07 4.70 2.58
H -3.32 4.49 2.46
H -5.12 3.53 4.73
H -3.55 4.36 4.82
*
```

The value obtained for the lowest unoccupied orbital energy is -0.442 eV.

Löwdin population analysis, charges in e, atoms 1 to 4: number 1, C, carries -0.04; number 2, O, carries -0.02; number 3, B, carries -0.66; number 4, O, carries 0.16

---

4.
The following is a quantum chemistry calculation of C27H44BN8Pt as an isolated structure, from the OMol25 dataset.

Geometry as ORCA input:
```
! wB97M-V def2-TZVPD RIJCOSX def2/J DEFGRID3
* xyz 1 1
Pt 0.61 -0.07 -0.24
C -4.55 0.70 -1.05
C -3.14 0.85 -1.50
C -2.66 1.32 -2.71
C -1.26 1.31 -2.60
N -0.94 0.83 -1.40
N -2.09 0.55 -0.71
B -2.06 0.24 0.82
N -1.14 1.28 1.50
N 0.16 1.29 1.14
C 0.81 2.24 1.82
C -0.13 2.86 2.66
C -1.34 2.23 2.43
C -2.67 2.48 3.04
C 2.28 2.55 1.68
C 2.96 1.63 0.67
C 2.95 2.39 3.04
C 2.42 4.00 1.20
N -1.53 -1.18 1.21
N -0.21 -1.49 1.13
C 0.00 -2.66 1.72
C -1.23 -3.13 2.20
C -2.16 -2.17 1.87
C -3.62 -2.15 2.15
C 1.35 -3.33 1.79
C 1.48 -4.30 0.61
C 1.44 -4.12 3.10
C 2.49 -2.32 1.74
C -0.25 1.74 -3.63
C -0.79 2.96 -4.37
C -0.04 0.60 -4.64
C 1.09 2.10 -2.99
H -5.22 0.91 -1.88
H -4.75 -0.32 -0.70
H -4.79 1.38 -0.24
H -3.25 1.66 -3.54
H -3.16 0.36 1.25
H 0.05 3.67 3.35
H -2.60 3.30 3.76
H -3.40 2.76 2.28
H -3.04 1.60 3.56
H 2.93 0.58 1.00
H 2.53 1.74 -0.33
H 4.02 1.89 0.59
H 2.86 1.36 3.40
H 4.01 2.64 2.97
H 2.50 3.05 3.78
H 1.94 4.14 0.22
H 1.96 4.69 1.90
H 3.47 4.26 1.10
H -1.42 -4.04 2.74
H -3.92 -3.09 2.61
H -3.88 -1.34 2.84
H -4.21 -2.01 1.25
H 0.65 -5.01 0.58
H 1.50 -3.77 -0.34
H 2.41 -4.87 0.70
H 0.73 -4.94 3.13
H 2.44 -4.55 3.20
H 1.26 -3.48 3.96
H 2.46 -1.72 0.83
H 2.46 -1.64 2.60
H 3.44 -2.85 1.76
H -1.69 2.73 -4.93
H -1.01 3.77 -3.68
H -0.04 3.32 -5.08
H -0.98 0.29 -5.09
H 0.63 0.92 -5.43
H 0.40 -0.28 -4.16
H 0.99 2.91 -2.28
H 1.54 1.24 -2.47
H 1.79 2.41 -3.77
N 2.05 -1.84 -2.23
C 1.91 -2.87 -3.09
C 0.59 -3.25 -3.04
C -0.01 -2.39 -2.11
N 0.89 -1.54 -1.63
H 2.88 -1.33 -2.00
H 2.74 -3.24 -3.65
H 0.12 -4.05 -3.59
H -1.03 -2.34 -1.77
*
```

The value obtained for the lowest unoccupied orbital energy is -2.816 eV. For the energy above the lowest of the compared OMol25 structures with the same formula, charge and spin, the calculation gives 0.0453 eV.

Löwdin population analysis, charges in e, atoms 1 to 4: number 1, Pt, carries 1.16; number 2, C, carries -0.01; number 3, C, carries -0.26; number 4, C, carries 0.05

---

5.
The following is a quantum chemistry calculation of C27H44CeF6OP2 as an isolated structure in a non-equilibrium geometry, from the OMol25 dataset.

Geometry as ORCA input:
```
! wB97M-V def2-TZVPD RIJCOSX def2/J DEFGRID3
* xyz 1 2
Ce 0.45 0.01 0.28
C -1.48 -0.78 1.61
C -1.10 -1.90 0.78
C 0.67 -1.46 2.23
C -0.39 -0.52 2.52
C 0.23 -2.30 1.15
C -2.84 -0.17 1.69
H -3.35 -0.19 0.72
H -2.79 0.87 2.04
H -3.46 -0.74 2.40
C -0.37 0.53 3.58
H -1.30 1.12 3.55
H 0.48 1.22 3.47
H -0.30 0.08 4.58
C 2.01 -1.46 2.89
H 1.98 -1.86 3.91
H 2.41 -0.44 2.96
H 2.73 -2.06 2.32
C 1.03 -3.39 0.50
H 0.96 -4.34 1.04
H 2.09 -3.12 0.45
H 0.67 -3.57 -0.52
C -2.01 -2.60 -0.18
H -2.30 -3.60 0.17
H -1.54 -2.72 -1.17
H -2.94 -2.03 -0.32
C -0.74 2.30 -1.82
C -1.80 1.48 -1.66
C -2.22 0.35 -2.55
C -1.17 -0.32 -3.46
C 0.10 -0.82 -2.86
C 1.23 -0.09 -2.72
C 1.41 1.37 -3.04
C 0.20 2.33 -2.99
H -3.02 0.70 -3.22
H -0.93 0.39 -4.28
H -2.69 -0.45 -1.95
H -0.36 2.23 -3.93
H -0.53 3.08 -1.07
H -2.50 1.68 -0.82
H 0.62 3.35 -3.00
H 2.22 1.80 -2.42
H 2.18 -0.61 -2.48
H 1.80 1.43 -4.07
H -1.67 -1.18 -3.94
H 0.10 -1.89 -2.64
P -0.29 1.43 -6.14
C -0.39 3.25 -6.34
C -1.54 0.95 -7.37
P 2.04 -0.46 -6.84
C 1.22 1.18 -7.17
C 1.43 -1.33 -8.36
C 3.65 0.00 -7.63
H 0.48 3.74 -5.88
H -1.31 3.62 -5.87
H -0.41 3.45 -7.41
H -1.39 1.57 -8.26
H -2.54 1.14 -6.95
H -1.45 -0.11 -7.64
H 3.49 0.32 -8.67
H 4.31 -0.87 -7.62
H 4.13 0.82 -7.07
H 1.93 1.99 -6.95
H 0.92 1.24 -8.23
H 1.98 -2.28 -8.42
H 1.65 -0.74 -9.25
H 0.36 -1.53 -8.29
C 3.64 3.02 -0.05
C 2.66 2.64 1.01
O 1.78 1.59 0.67
C 3.41 2.28 2.32
F 4.34 3.20 2.69
F 2.57 2.11 3.38
F 4.07 1.09 2.15
C 1.76 3.88 1.31
F 2.42 4.92 1.87
F 1.23 4.34 0.13
F 0.70 3.58 2.10
H 4.32 2.18 -0.24
H 4.21 3.90 0.27
H 3.11 3.25 -0.99
*
```

The value obtained for the lowest unoccupied orbital energy (spin up / spin down) is -2.887 / -2.862 eV. The expectation value of S² is 0.75. For the energy above the lowest of the compared OMol25 structures with the same formula, charge and spin, the calculation gives 0.0000 eV.

Löwdin population analysis, charges in e, atoms 1 to 4: number 1, Ce, carries 1.42; number 2, C, carries -0.32; number 3, C, carries -0.31; number 4, C, carries -0.31